1.
Density functional theory data (ωB97M-V with the def2-TZVPD basis set) for a structure of composition C17H20CaN8O2PSe.

Last column: Mulliken charge in e.
Element x y z (Å)
Ca: -1.359695 -0.379946 2.135123  0.724
C: -2.498514 1.818748 -3.366192  -1.025
N: -2.676395 1.278358 -2.030271  0.242
C: -3.837542 0.707368 -1.553899  -0.505
C: -3.610082 0.406182 -0.244280  -0.721
N: -2.323095 0.765923 0.087910  0.258
C: -1.779394 1.267639 -0.995551  0.188
P: -0.104846 1.988561 -1.047203  -0.598
C: 0.018257 2.557974 0.662155  -0.154
N: -0.233720 1.863305 1.754120  0.362
C: -0.101143 2.732464 2.807484  -0.690
C: 0.256177 3.962717 2.337864  -0.384
N: 0.330145 3.850501 0.969835  0.188
C: 0.667752 4.922385 0.043759  -0.845
C: 0.980866 0.510409 -0.970728  0.277
N: 1.664282 0.092117 0.070591  -0.306
C: 2.348807 -1.023783 -0.359810  -0.907
C: 2.072447 -1.275393 -1.669032  -0.305
N: 1.212214 -0.281736 -2.065860  0.237
C: 0.626249 -0.164863 -3.389702  -0.913
H: -3.338324 2.462933 -3.618999  0.374
H: -2.423847 1.025465 -4.110164  0.295
H: -1.594819 2.419812 -3.396081  0.359
H: -4.710040 0.603276 -2.180151  0.474
H: -4.270283 0.012872 0.518720  0.389
H: -0.351354 2.427845 3.812598  0.450
H: 0.423866 4.903097 2.835711  0.358
H: 0.836766 5.828079 0.618865  0.308
H: -0.143930 5.104276 -0.656578  0.309
H: 1.570868 4.691555 -0.516745  0.320
H: 2.984852 -1.585691 0.309296  0.544
H: 2.387542 -2.055238 -2.344521  0.478
H: 1.395630 -0.297739 -4.147320  0.424
H: 0.204218 0.826245 -3.508830  0.317
H: -0.160895 -0.902129 -3.542995  0.279
Se: -3.262589 0.580487 3.648130  -1.330
C: 2.990462 -4.500180 2.506672  -1.188
N: 1.823228 -3.836282 1.943013  0.106
C: 1.185802 -4.372957 0.859024  -0.045
C: 0.093868 -3.818996 0.319530  -1.004
C: -0.421029 -2.611671 0.946441  1.545
O: -1.442146 -2.022292 0.493408  -0.678
N: 0.197046 -2.106317 2.049696  -0.652
C: 1.336213 -2.663459 2.570461  0.325
O: 1.943891 -2.216283 3.530065  -0.761
H: 2.719526 -5.440963 2.990012  0.340
H: 3.419185 -3.838003 3.248296  0.355
H: 3.727095 -4.701708 1.727144  0.363
H: 1.631891 -5.276002 0.460199  0.380
H: -0.405462 -4.238961 -0.541211  0.440

Atoms 1-6, force components in eV/Å:
-0.5 1.2 0.2
-0.1 -0.1 0.2
0.0 0.0 -0.3
0.1 0.2 -0.1
0.3 0.2 0.3
-0.5 -0.4 -0.5

Summary:
Energy above the lowest of the compared OMol25 structures with the same formula, charge and spin = 7.44 kJ/mol
Charge = -1
Highest occupied orbital energy = -1.41 eV



2.
Density functional theory data (ωB97M-V with the def2-TZVPD basis set) for a structure of composition C17H20Cl5N8O7S4Ta.

Last column: Mulliken charge in e.
Element x y z (Å)
Ta: 1.185921 -0.993788 0.332770  1.442
Cl: 6.124345 -5.931946 2.362534  -0.184
C: 5.138980 -4.566395 2.042562  0.483
C: 4.562456 -3.860618 3.098868  -0.033
Cl: 4.813607 -4.368619 4.713203  -0.183
C: 3.772014 -2.746888 2.837630  0.564
Cl: 2.952061 -1.891694 4.070457  -0.166
C: 3.555453 -2.316783 1.526696  -1.161
O: 2.817428 -1.255615 1.245062  -0.214
C: 4.107349 -3.063479 0.478611  0.960
Cl: 3.613612 -2.525766 -1.071409  -0.079
C: 4.894330 -4.175075 0.724852  -0.047
Cl: 5.541744 -5.075160 -0.575420  -0.192
N: 1.153211 -2.500899 -3.027193  -0.346
N: 0.671405 -1.397280 -3.711832  -0.217
C: 1.017664 -0.149772 -3.373220  0.591
N: 0.679325 0.827038 -4.221415  -0.414
S: 2.071777 0.225904 -2.084704  -0.281
H: 1.739686 -3.048729 -3.648675  0.277
H: 0.392686 -3.088443 -2.694224  0.191
H: -0.117252 -1.514523 -4.334441  0.229
H: -0.100010 0.655890 -4.840936  0.240
H: 0.669123 1.748128 -3.794362  0.311
N: -3.850923 -0.956843 2.144337  -0.804
N: -2.978911 -0.483833 1.098431  0.014
H: -3.569955 -1.887008 2.436140  0.274
H: -3.717519 -0.336056 2.933055  0.228
H: -3.533528 -0.469933 0.249870  0.260
H: -2.241271 -1.163413 0.937359  0.014
N: -5.745340 5.044681 -0.130153  -0.518
C: -4.654537 4.243587 -0.368201  1.053
C: -4.823783 2.912122 -0.766437  -1.006
C: -3.729286 2.115916 -1.029633  -0.219
C: -2.450384 2.630083 -0.886085  -0.074
C: -2.262508 3.934920 -0.452410  -0.682
C: -3.354656 4.732216 -0.181880  -0.918
S: -1.072453 1.685567 -1.461194  1.553
O: -0.275674 2.600086 -2.262123  -0.801
O: -1.565552 0.520378 -2.147943  -0.798
N: -0.173696 1.172905 -0.205085  0.002
C: 0.882107 1.846254 0.222085  0.297
S: 1.184027 3.546412 0.286955  -0.102
C: 2.704161 3.235468 1.074438  -0.396
C: 2.894889 1.912387 1.215765  -1.008
N: 1.877998 1.127644 0.729207  0.318
H: -6.631785 4.750051 -0.499190  0.215
H: -5.594749 6.036715 -0.087459  0.211
H: -5.824859 2.518149 -0.883328  0.270
H: -3.839028 1.098592 -1.375883  0.570
H: -1.260600 4.325758 -0.358737  0.300
H: -3.215303 5.751379 0.155332  0.286
H: 3.334746 4.049376 1.380672  0.470
H: 3.750825 1.423849 1.652780  0.418
O: 1.034854 -2.985390 0.542375  -0.240
S: -0.417617 -2.950565 0.068000  0.976
O: -1.286369 -3.011167 1.198942  -0.648
O: -0.407444 -1.532458 -0.500641  -0.271
O: -0.643128 -3.900674 -0.981693  -0.765
C: 0.196409 -0.653995 2.310610  -1.480
H: -0.047422 -1.637608 2.708549  0.458
H: -0.739493 -0.123578 2.138879  0.468
H: 0.790843 -0.107460 3.038881  0.305

Atoms 1-6, force components in eV/Å:
2.1 5.9 1.2
0.1 -0.1 0.0
-0.1 0.1 0.0
0.0 0.0 -0.2
0.0 0.0 0.1
-0.2 0.2 -0.4

Summary:
Energy above the lowest of the compared OMol25 structures with the same formula, charge and spin = 110.59 kJ/mol
Charge = 0
Highest occupied orbital energy = -8.29 eV



For the records above, the corresponding maximum force values read 0.027; 0.124 Eh/bohr.
For the records above, the corresponding orbital gap values read 3.5; 7.9 eV.